1.
DFT (the ωB97M-V functional and the def2-TZVPD basis) results for 8 unconnected molecules or ions with the total composition C28H70N2O13 at a distorted geometry.

CARTESIAN COORDINATES (ANGSTROEM)
O -0.121 -0.777 1.345
H -0.910 -0.315 1.629
H -0.131 -0.706 0.391
C -0.619 1.106 -2.144
C -1.360 1.445 -3.453
C -2.858 1.382 -3.087
C -3.673 2.152 -4.105
C -3.153 3.550 -4.358
C -1.692 3.537 -4.856
N -0.879 2.771 -3.911
O 0.401 2.740 -4.342
C -1.623 3.057 -6.431
C -1.181 5.006 -4.701
C -0.943 0.237 -4.344
H -0.414 2.038 -1.617
H 0.386 0.705 -2.270
H -1.160 0.511 -1.408
H -3.315 0.394 -3.029
H -3.132 1.570 -2.048
H -4.721 2.038 -3.829
H -3.534 1.567 -5.014
H -3.250 4.132 -3.441
H -3.847 4.032 -5.047
H -0.642 2.680 -6.721
H -2.395 2.305 -6.593
H -1.708 3.853 -7.172
H -1.391 5.374 -3.697
H -0.131 5.131 -4.966
H -1.741 5.696 -5.333
H -1.322 -0.678 -3.890
H 0.110 0.076 -4.576
H -1.565 0.574 -5.173
H 0.840 3.382 -3.779
C 4.763 3.415 1.950
C 3.951 2.132 2.415
C 4.869 0.968 2.811
C 4.176 -0.227 3.517
C 3.490 0.315 4.791
C 2.656 1.610 4.624
N 3.226 2.578 3.649
O 2.504 3.731 3.353
C 1.241 1.265 4.364
C 2.704 2.318 5.959
C 3.106 1.553 1.249
H 4.759 3.647 0.885
H 5.788 3.125 2.180
H 4.574 4.342 2.491
H 5.292 0.499 1.922
H 5.681 1.414 3.385
H 4.951 -0.949 3.773
H 3.492 -0.692 2.807
H 4.307 0.444 5.501
H 2.812 -0.433 5.202
H 0.564 2.041 4.007
H 0.948 0.450 3.702
H 0.638 0.887 5.190
H 1.903 3.056 6.005
H 2.554 1.595 6.761
H 3.678 2.707 6.256
H 2.554 2.311 0.694
H 2.367 0.904 1.718
H 3.665 0.945 0.538
H 1.760 3.350 2.881
C -3.924 -2.800 -1.341
C -4.480 -1.718 -0.382
O -3.330 -1.133 0.269
O -3.338 -3.782 -0.521
H -3.331 -2.530 -2.215
H -4.766 -3.184 -1.917
H -5.073 -2.199 0.396
H -5.043 -0.882 -0.795
H -3.013 -1.786 0.897
H -2.842 -4.395 -1.069
C -3.201 1.937 2.074
C -3.847 2.177 3.385
O -4.154 3.559 3.354
O -2.683 0.592 2.014
H -2.361 2.603 1.880
H -3.912 2.123 1.269
H -3.243 1.973 4.269
H -4.722 1.549 3.554
H -3.479 4.163 3.671
H -3.213 0.201 1.315
C -1.018 -4.159 -2.969
C 0.271 -3.415 -2.499
O 0.009 -2.434 -1.431
O -1.307 -5.132 -1.933
H -0.801 -4.649 -3.918
H -1.726 -3.365 -3.209
H 0.702 -3.037 -3.426
H 0.983 -4.154 -2.131
H -0.394 -3.016 -0.781
H -0.530 -5.667 -1.756
C -0.750 -6.003 2.051
C -0.533 -4.530 1.551
O 0.167 -3.877 2.529
O 0.427 -6.719 1.660
H -1.587 -6.637 1.758
H -0.881 -5.905 3.128
H -1.564 -4.187 1.640
H -0.227 -4.358 0.519
H 0.713 -3.267 2.028
H 1.160 -6.250 2.066
C 4.139 -2.747 0.117
C 2.832 -2.090 -0.028
O 2.043 -2.393 1.056
O 4.255 -4.054 -0.231
H 4.624 -2.664 1.089
H 4.773 -2.184 -0.568
H 2.403 -2.338 -0.999
H 2.813 -1.008 0.102
H 1.602 -1.572 1.286
H 4.054 -4.518 0.585

total charge: +1
multiplicity: 2
molecular weight: 642.87 g/mol
LUMO level (spin up / spin down): -0.09446 / -0.25783 hartree
HOMO-LUMO gap (spin up / spin down): 7.56 / 3.11 eV
highest occupied orbital energy (spin up / spin down): -0.372 / -0.372 Eh
total energy: -2195.873036 Ha

Results of the Mulliken charge analysis, in e, for atoms 1 through 4: -0.267, 0.133, 0.092, -1.876

=====

2.
DFT (the ωB97M-V functional and the def2-TZVPD basis) results for 7 unconnected molecules or ions with the total composition C28H71FO19PS6 at a distorted geometry.

CARTESIAN COORDINATES (ANGSTROEM)
C 1.827 -0.104 4.242
C 1.826 -1.445 3.404
C 1.269 -1.123 1.933
C -0.202 -1.664 1.735
P -1.515 -0.673 2.602
C -1.233 1.163 2.585
C -2.501 2.045 2.932
C -3.611 1.326 3.771
F -2.128 3.193 3.660
O -2.974 -1.041 1.834
C -3.358 -2.356 2.355
C -4.301 -2.252 3.620
C -5.713 -1.618 3.257
H 2.425 -0.216 5.178
H 0.761 0.136 4.483
H 2.309 0.705 3.630
H 1.140 -2.201 3.880
H 2.852 -1.886 3.298
H 1.916 -1.734 1.243
H 1.419 -0.058 1.634
H -0.448 -1.751 0.643
H -0.215 -2.708 2.156
H -1.607 -1.119 3.949
H -0.883 1.495 1.566
H -0.422 1.471 3.298
H -2.952 2.386 1.971
H -4.286 0.804 3.040
H -4.262 2.078 4.293
H -3.230 0.619 4.546
H -2.474 -2.981 2.676
H -3.915 -2.866 1.523
H -4.472 -3.313 3.955
H -3.796 -1.688 4.443
H -5.634 -0.996 2.330
H -6.106 -1.026 4.129
H -6.412 -2.480 3.133
O 4.505 -1.671 5.563
S 5.449 -1.548 6.645
O 5.083 -0.937 7.892
O 6.785 -0.842 6.092
C 6.652 0.404 5.400
C 6.472 1.566 6.359
C 6.158 -3.133 6.973
H 5.831 0.356 4.680
H 7.572 0.546 4.832
H 5.510 1.506 6.871
H 6.511 2.515 5.821
H 7.248 1.560 7.127
H 6.497 -3.568 6.034
H 5.386 -3.758 7.420
H 6.987 -3.010 7.667
O -6.201 -2.823 0.312
S -7.259 -2.161 -0.409
O -8.501 -1.814 0.222
O -7.571 -2.992 -1.756
C -7.856 -4.394 -1.641
C -9.285 -4.641 -1.195
C -6.599 -0.719 -1.188
H -7.143 -4.879 -0.971
H -7.710 -4.824 -2.634
H -9.436 -4.312 -0.166
H -9.525 -5.704 -1.250
H -9.986 -4.085 -1.819
H -5.693 -0.991 -1.724
H -6.372 0.005 -0.407
H -7.345 -0.314 -1.868
O 5.371 4.527 1.467
S 5.458 5.111 2.780
O 6.100 4.423 3.864
O 3.982 5.549 3.251
C 2.965 4.550 3.204
C 3.061 3.615 4.397
C 6.144 6.734 2.642
H 3.008 3.997 2.260
H 2.006 5.071 3.227
H 3.967 3.008 4.349
H 2.203 2.941 4.431
H 3.102 4.183 5.328
H 5.609 7.277 1.865
H 7.194 6.630 2.374
H 6.052 7.237 3.603
O -6.284 -0.298 -4.280
S -6.047 -1.425 -5.145
O -4.818 -1.567 -5.873
O -7.279 -1.561 -6.171
C -7.651 -0.414 -6.945
C -6.727 -0.212 -8.131
C -6.351 -2.914 -4.241
H -7.689 0.480 -6.317
H -8.664 -0.597 -7.305
H -5.725 0.073 -7.804
H -7.107 0.576 -8.783
H -6.629 -1.134 -8.706
H -7.309 -2.834 -3.749
H -5.557 -3.027 -3.505
H -6.339 -3.752 -4.936
O 3.208 0.686 -3.365
S 2.638 2.006 -3.327
O 3.361 3.152 -3.799
O 2.112 2.302 -1.831
C 3.029 2.123 -0.743
C 3.980 3.297 -0.604
C 1.056 1.971 -4.115
H 3.576 1.183 -0.852
H 2.423 2.041 0.163
H 4.668 3.345 -1.450
H 4.572 3.206 0.308
H 3.431 4.240 -0.580
H 0.479 1.142 -3.709
H 1.219 1.828 -5.182
H 0.553 2.919 -3.937
O 5.896 -2.626 -8.635
S 5.725 -1.204 -8.514
O 6.833 -0.334 -8.230
O 4.548 -0.909 -7.453
C 4.638 -1.511 -6.157
C 5.598 -0.760 -5.254
C 4.883 -0.602 -9.947
H 4.916 -2.565 -6.240
H 3.636 -1.474 -5.726
H 6.627 -0.862 -5.604
H 5.547 -1.146 -4.235
H 5.364 0.305 -5.243
H 4.005 -1.219 -10.124
H 5.569 -0.674 -10.790
H 4.603 0.436 -9.781

total charge: +1
molecular weight: 954.23 g/mol
LUMO level: -0.09921 hartree
HOMO-LUMO gap: 9.07 eV
highest occupied orbital energy: -0.432 Eh
total energy: -5369.006829 Ha

Results of the Mulliken charge analysis, in e, for atoms 1 through 4: -0.710, -0.498, -0.279, -0.783